Entry 1:
Below is a cluster of 2 separate species, C2H3IO in total, with properties calculated with wB97M-V/def2-TZVPD.

Cartesian coordinates (Å):
C 0.260 1.584 0.944
H 1.716 0.249 1.056
C 0.914 0.661 1.544
H 0.698 0.440 2.514
H -2.011 -3.420 -3.482
I -1.383 -2.081 -3.152
O -0.194 2.567 0.576

- ΔE to the lowest compared entry with this formula, charge and spin (kJ/mol) = 126.7
- LUMO energy (eV) = 0.64
- HOMO level (eV) = -9.4
- E_tot (Ha) = -450.8805
- Kohn-Sham gap (eV) = 10.01
- multiplicity = 1

---

Entry 2:
Below is a cluster of 8 separate species, C36H53N8O2PS in total, with properties calculated with wB97M-V/def2-TZVPD.

Cartesian coordinates (Å):
H -2.035 -10.743 -1.636
H 1.605 2.246 1.225
C 0.325 -5.145 -3.242
C -1.397 6.108 3.241
H -0.704 -4.752 -6.344
C -2.722 -11.392 1.537
H 3.965 11.844 0.279
H -0.560 5.516 2.865
N 3.236 13.576 1.283
H -1.423 1.284 -0.879
C 1.316 10.445 1.908
C -0.024 -0.917 0.056
O -0.023 2.823 -0.585
C -0.666 0.480 -6.864
H -3.693 -12.357 -0.236
H -0.383 -0.757 -0.962
H 3.653 13.373 -1.936
C 1.552 1.155 1.262
C -2.760 5.599 2.740
H -0.873 2.052 -5.296
H 0.274 -1.396 -7.651
C -1.507 -5.521 -4.466
H -1.219 7.138 2.922
H 1.302 -13.031 2.379
C 1.828 -12.219 2.850
C -0.570 -4.967 -5.297
H 1.527 4.542 -2.049
C 1.996 8.401 2.553
H -3.490 5.738 3.544
C 3.614 12.857 0.183
H -2.064 -7.365 -0.357
H 0.899 0.750 -4.106
C 2.358 -10.083 3.250
C -2.255 -6.361 -0.014
C -0.432 1.153 -5.693
N -1.403 -10.113 0.304
H -0.838 -6.073 1.687
H 1.527 -4.311 -4.860
C 0.922 -0.619 -5.716
C -0.984 1.828 -0.037
H 0.931 -5.139 -2.352
H 3.223 -13.084 4.288
C -1.618 -5.735 1.026
C 3.443 13.654 -0.917
H 1.020 -1.236 0.006
N -0.954 -5.626 -3.220
C 0.890 2.402 -1.440
H 2.695 15.762 -1.064
H -2.763 3.484 3.233
H 2.303 -9.014 3.130
H 1.918 0.819 2.234
C -2.788 4.117 2.340
H -1.344 6.079 4.332
H -0.714 -9.433 0.037
H -1.375 0.764 -7.624
H 2.208 0.737 0.491
H -2.515 -5.846 -4.656
H 1.675 -1.287 -5.337
C 1.826 9.197 1.453
N -2.157 -4.486 1.152
C 0.597 -4.734 -4.520
C 2.825 14.824 0.901
H -1.887 -3.810 1.843
H 1.069 11.301 1.302
N 1.567 -10.921 2.513
N -2.030 2.535 0.622
H 3.866 -10.490 4.773
H -1.391 4.566 0.753
C 2.800 -12.213 3.815
H 0.843 11.079 3.993
H -2.743 2.775 -0.058
H 1.625 8.777 4.597
S 2.284 3.541 -1.581
H -0.598 -1.729 0.506
H -1.411 -5.999 -2.407
N 1.608 9.116 3.653
H 2.041 8.920 0.434
C 0.197 -0.649 -6.879
C -1.745 -10.436 1.592
H -3.732 3.903 1.828
O 0.826 1.384 -2.068
H -3.877 -5.608 -1.367
H -3.200 -11.850 2.386
C -2.979 -11.657 0.164
H 2.485 15.544 1.625
C -3.123 -4.297 0.204
C -3.206 -5.443 -0.541
H 2.353 7.389 2.646
H 3.255 13.233 2.226
H -3.107 6.206 1.898
P -0.190 0.578 1.122
C -2.152 -10.853 -0.572
H 0.887 -10.635 1.832
C 2.942 14.904 -0.461
N 0.534 0.477 -5.003
C -1.650 3.715 1.398
H -3.667 -3.371 0.138
H -1.276 -9.955 2.434
C 3.137 -10.855 4.070
C 1.193 10.362 3.269
H -0.750 3.461 1.968

- LUMO energy (eV) = 0.25
- HOMO level (eV) = -7.9
- E_tot (Ha) = -2731.5512
- Kohn-Sham gap (eV) = 8.14
- multiplicity = 1

---

Entry 3:
Below is a structure of composition C53H51ClFN4O5Ti, with properties calculated with wB97M-V/def2-TZVPD.

Cartesian coordinates (Å):
H 5.213 2.980 -2.278
C 1.696 -3.255 5.853
H 3.744 5.435 0.192
H 4.088 0.139 4.191
C -0.072 -1.107 -7.167
C 4.278 0.305 3.124
H 1.488 -3.611 6.856
H 3.061 -0.285 -4.057
H -2.594 -0.577 2.836
H 4.820 -0.764 0.285
C -0.360 -0.400 -4.805
N -3.376 1.967 1.054
C 3.306 1.310 -2.642
C -0.132 -1.407 -5.824
C 3.307 -3.790 -0.084
H -4.810 0.979 -5.528
C 0.039 5.706 -0.847
H 1.695 1.896 -3.972
H 2.155 3.157 -2.798
H 3.764 -3.844 5.903
H -0.003 -2.438 -5.503
H 5.328 -3.163 0.254
H 1.676 0.462 2.732
H 1.222 1.738 -2.280
H 5.357 0.414 2.974
O -1.379 1.378 2.005
N 2.295 0.305 0.050
H 6.235 3.908 -0.232
C 2.696 -0.977 -0.001
H -0.319 -2.570 5.492
C -5.101 -3.327 0.548
H 4.064 1.676 -3.339
C 3.835 1.705 -1.261
H 1.182 -4.016 -0.488
F 0.472 -1.577 -0.490
H -0.561 0.084 -2.712
C 2.703 5.521 -0.097
Ti -0.258 0.382 0.515
C -4.409 0.633 -4.582
C -3.259 -1.930 -0.182
H 0.438 7.784 -1.201
C -0.546 0.938 -5.336
C 1.892 4.393 -0.069
H -3.673 2.563 -3.995
H -4.935 -1.418 -4.920
C 2.974 -3.384 5.319
C -2.868 -3.853 1.238
Cl -0.137 0.583 -9.339
C 2.049 1.451 2.952
C -2.602 1.122 1.783
H -0.759 1.737 -4.631
C 2.014 2.080 -2.943
C -0.360 3.290 -0.380
C 4.301 -2.838 0.122
C 3.233 -2.921 4.037
N -3.226 0.128 2.446
H -1.340 -2.517 0.532
C 1.753 -1.995 -0.244
C 4.855 2.653 -1.308
H 3.948 -0.583 2.580
H 2.812 7.626 -0.517
C 2.182 6.743 -0.499
H 4.225 -3.015 3.610
O -1.549 3.485 -0.610
C 3.904 1.845 1.172
C 0.847 6.833 -0.881
C 4.947 2.767 1.056
O 0.186 2.155 -0.089
C -4.225 -4.150 1.245
H 3.958 -0.776 -2.606
H -5.322 -1.585 -0.677
C 4.019 -1.480 0.150
H -4.176 1.544 0.609
C -4.482 -0.709 -4.237
H 2.191 -0.559 -2.572
H 5.376 3.179 1.966
C 2.003 -3.336 -0.288
H -4.598 -5.007 1.792
C 0.686 -2.674 5.102
C 3.329 1.274 0.003
H -4.075 -0.235 2.042
N -1.728 -0.100 -0.347
C 3.532 1.546 2.624
O 0.139 -0.947 1.967
H 2.423 -1.971 2.291
H -1.002 5.751 -1.141
C -2.716 -0.725 -0.876
C -4.624 -2.230 -0.157
O -1.330 -1.722 3.469
C -3.777 1.519 -3.721
H -6.164 -3.542 0.556
C -0.396 -0.687 -3.459
C 3.123 -0.173 -2.970
H 3.916 2.397 3.191
C -3.953 -1.153 -3.035
C -0.238 0.206 -7.611
C -0.189 -1.588 3.025
C -3.337 -0.265 -2.150
C -0.479 1.221 -6.683
C 5.432 3.180 -0.168
C 0.943 -2.207 3.815
H -2.826 2.545 0.419
H 1.464 2.182 2.392
H 3.531 -4.850 -0.090
H -0.612 2.238 -7.036
C -3.243 1.074 -2.522
H -0.282 -1.710 -3.104
C 2.222 -2.331 3.290
H 0.100 -1.893 -7.896
H 2.295 3.434 0.223
C -2.394 -2.757 0.536
H -3.966 -2.212 -2.811
H -2.173 -4.474 1.793
H 1.890 1.643 4.018
C 0.556 4.483 -0.436
H -2.717 1.759 -1.872

- charge = -2
- ΔE to the lowest compared entry with this formula, charge and spin (kJ/mol) = 68.7
- <S²> = 0.784
- LUMO energy (alpha / beta) (eV) = 3.99 / 3.99
- HOMO level (alpha / beta) (eV) = 0.1 / 0.1
- E_tot (Ha) = -4055.2484
- Kohn-Sham gap (alpha / beta) (eV) = 3.86 / 3.85
- multiplicity = 2

---

Entry 4:
Below is a structure of composition C12H16AlClPr, with properties calculated with wB97M-V/def2-TZVPD.

Cartesian coordinates (Å):
C 3.482 4.728 -1.360
H 1.177 7.012 -0.385
H -0.058 4.862 0.264
C -0.298 -1.097 -2.304
C 2.802 3.551 -1.075
H 4.467 4.703 -1.812
Al -1.905 -3.756 1.355
H -0.962 -4.077 3.841
C -0.829 -5.362 0.790
H -2.135 -2.777 3.791
C 0.704 2.389 -0.461
C -3.406 -2.996 0.245
C -1.921 -3.778 3.387
H 0.008 -5.594 1.464
C -0.084 1.441 -0.312
H 0.692 -1.275 -1.867
H 3.303 2.595 -1.209
H -3.765 -3.820 -0.444
H -0.162 -0.348 -3.090
C 1.477 3.578 -0.591
C 1.596 6.006 -0.581
H 3.369 6.905 -1.461
H -0.672 -2.048 -2.703
H -1.427 -6.282 0.721
H -0.380 -5.206 -0.204
H -4.363 -3.017 0.846
C 2.887 5.968 -1.136
H -2.682 -4.458 3.787
Pr -1.635 -0.525 -0.466
C 0.930 4.838 -0.221
Cl -0.213 -2.160 1.190

- charge = -1
- ΔE to the lowest compared entry with this formula, charge and spin (kJ/mol) = 0.0
- <S²> = 2.006
- LUMO energy (alpha / beta) (eV) = 2.05 / 2.05
- HOMO level (alpha / beta) (eV) = -3.4 / -3.4
- E_tot (Ha) = -1686.4492
- Kohn-Sham gap (alpha / beta) (eV) = 5.40 / 5.42
- multiplicity = 3

---

Repeat the fourth record exactly.
Below is a structure of composition C12H16AlClPr, with properties calculated with wB97M-V/def2-TZVPD.

Cartesian coordinates (Å):
C 3.482 4.728 -1.360
H 1.177 7.012 -0.385
H -0.058 4.862 0.264
C -0.298 -1.097 -2.304
C 2.802 3.551 -1.075
H 4.467 4.703 -1.812
Al -1.905 -3.756 1.355
H -0.962 -4.077 3.841
C -0.829 -5.362 0.790
H -2.135 -2.777 3.791
C 0.704 2.389 -0.461
C -3.406 -2.996 0.245
C -1.921 -3.778 3.387
H 0.008 -5.594 1.464
C -0.084 1.441 -0.312
H 0.692 -1.275 -1.867
H 3.303 2.595 -1.209
H -3.765 -3.820 -0.444
H -0.162 -0.348 -3.090
C 1.477 3.578 -0.591
C 1.596 6.006 -0.581
H 3.369 6.905 -1.461
H -0.672 -2.048 -2.703
H -1.427 -6.282 0.721
H -0.380 -5.206 -0.204
H -4.363 -3.017 0.846
C 2.887 5.968 -1.136
H -2.682 -4.458 3.787
Pr -1.635 -0.525 -0.466
C 0.930 4.838 -0.221
Cl -0.213 -2.160 1.190

- charge = -1
- ΔE to the lowest compared entry with this formula, charge and spin (kJ/mol) = 0.0
- <S²> = 2.006
- LUMO energy (alpha / beta) (eV) = 2.05 / 2.05
- HOMO level (alpha / beta) (eV) = -3.4 / -3.4
- E_tot (Ha) = -1686.4492
- Kohn-Sham gap (alpha / beta) (eV) = 5.40 / 5.42
- multiplicity = 3